This record from the OMol25 dataset describes C51H127N8O17Zn as an isolated structure. The level of theory is ωB97M-V/def2-TZVPD.

Last column: Mulliken charge in e.
Element x y z (Å)
Zn 2.59709 -6.81974 3.32945  0.85
C -0.35282 -1.17060 1.20752  -1.27
C -0.08323 -2.39883 0.34321  0.53
C 0.88791 -1.98640 -0.78609  -1.16
O 0.37673 -3.45684 1.09528  -0.52
H -1.22939 -1.38790 1.81784  0.33
H -0.74899 -0.33026 0.63746  0.40
H 0.52363 -0.92471 1.80708  0.29
H -1.03002 -2.70021 -0.10495  0.20
H 1.89461 -1.86587 -0.38594  0.32
H 0.58643 -1.04163 -1.23843  0.35
H 0.77790 -2.80813 -1.49375  0.30
C -0.40402 4.88594 -5.73996  -0.62
O -0.86404 6.05919 -5.08972  -0.38
C -2.26297 6.32188 -5.17310  -0.35
C -2.62526 6.85960 -6.59633  -0.60
N -4.01550 7.30697 -6.69757  -0.21
C -5.07401 6.33801 -6.41232  -0.63
C -6.48034 6.98390 -6.82131  -0.62
O -7.09281 7.68462 -5.74676  -0.38
C -6.39201 8.82404 -5.35597  -0.72
H -0.79522 3.97280 -5.29138  0.25
H 0.67715 4.74767 -5.73133  0.26
H -0.76029 4.93505 -6.76892  0.26
H -2.45136 7.09875 -4.43210  0.19
H -2.78484 5.45404 -4.76986  0.38
H -2.38816 6.20522 -7.43518  0.38
H -2.03784 7.75819 -6.78494  0.21
H -4.10119 7.48984 -7.68717  0.23
H -5.13199 5.89521 -5.41800  0.40
H -4.98726 5.52124 -7.12888  0.36
H -7.18135 6.20730 -7.12720  0.35
H -6.41899 7.61391 -7.70868  0.39
H -5.89032 9.40421 -6.13044  0.31
H -5.60285 8.63771 -4.62754  0.24
H -6.99689 9.59732 -4.88241  0.30
C -5.40819 -15.00465 -4.00448  -0.80
O -5.20134 -13.61967 -3.89864  -0.27
C -6.01197 -13.00165 -2.94097  -0.70
C -5.75716 -11.46146 -2.97059  -0.48
N -4.43279 -11.20135 -2.39643  -0.42
C -4.04171 -9.80267 -2.45821  -0.80
C -3.75143 -9.19790 -3.89965  -0.52
O -2.89682 -10.13171 -4.62300  -0.33
C -2.85774 -9.82204 -6.00025  -0.76
H -5.23093 -15.49847 -3.04906  0.32
H -4.58427 -15.43449 -4.57414  0.26
H -6.31368 -15.29726 -4.53604  0.29
H -5.78879 -13.49193 -1.99339  0.38
H -7.05619 -13.12259 -3.22919  0.39
H -6.54011 -10.87213 -2.49333  0.44
H -5.83308 -11.15886 -4.01499  0.24
H -3.85104 -11.68997 -3.06195  0.33
H -3.14852 -9.70255 -1.84153  0.34
H -4.85273 -9.22665 -2.01261  0.38
H -3.23162 -8.24681 -3.78421  0.46
H -4.69051 -9.04010 -4.43004  0.37
H -2.71867 -8.74855 -6.12825  0.32
H -3.74064 -10.17461 -6.53344  0.29
H -2.02791 -10.30708 -6.51427  0.25
C 5.61962 -6.20234 -3.36102  -0.79
O 5.17641 -6.99626 -2.26107  -0.36
C 4.45795 -8.15936 -2.56283  -0.62
C 3.75079 -8.50118 -1.28079  -0.65
N 4.51321 -8.21505 -0.05680  -0.23
C 5.43201 -9.33935 0.02938  -0.67
C 5.95830 -9.49677 1.48915  -0.86
O 5.06418 -8.96487 2.47626  -0.13
C 5.34825 -9.52599 3.74746  -0.85
H 6.18361 -6.79705 -4.07959  0.31
H 6.22303 -5.32631 -3.12318  0.26
H 4.70455 -5.86795 -3.84980  0.31
H 5.13348 -8.92161 -2.95110  0.32
H 3.78109 -8.04420 -3.40941  0.49
H 3.44001 -9.54380 -1.34752  0.35
H 2.89027 -7.84168 -1.16832  0.34
H 5.10818 -7.47659 -0.40433  0.38
H 6.18065 -9.09050 -0.72277  0.41
H 4.99586 -10.29744 -0.25336  0.36
H 6.91388 -8.97385 1.52810  0.35
H 6.15077 -10.55291 1.67791  0.38
H 4.64517 -9.10353 4.46531  0.15
H 6.32443 -9.14249 4.04431  0.36
H 5.28583 -10.61384 3.71958  0.34
C 5.05740 -4.97789 3.58858  -0.87
O 3.99690 -5.38352 4.29367  -0.06
C 3.89697 -4.77422 5.60709  -0.58
C 2.49245 -4.87906 6.24449  -0.83
N 2.10304 -6.27202 6.08687  -0.24
C 0.61641 -6.48833 6.03295  -0.93
C 0.28848 -7.89064 5.61473  -0.52
O 1.25920 -8.17883 4.57489  -0.16
C 0.78737 -9.26126 3.83480  -0.79
H 5.72873 -4.31446 4.13382  0.42
H 4.66266 -4.40753 2.74777  0.35
H 5.61898 -5.82600 3.19687  0.17
H 4.04672 -3.69498 5.63769  0.51
H 4.63581 -5.18841 6.29315  0.41
H 1.71618 -4.28268 5.76508  0.36
H 2.54346 -4.49235 7.26231  0.41
H 2.25205 -6.64655 7.01295  0.23
H 0.02897 -5.86446 5.35931  0.46
H 0.17220 -6.31779 7.01361  0.40
H -0.69575 -7.78102 5.15934  0.37
H 0.36235 -8.61447 6.42635  0.40
H 1.52304 -9.48391 3.06194  0.25
H -0.23598 -9.17537 3.46946  0.32
H 0.72302 -10.14426 4.47061  0.33
C 3.80895 3.73457 5.01774  -0.71
O 3.64472 3.80670 6.37963  -0.30
C 4.40541 2.76243 7.00103  -0.54
C 4.12031 2.63098 8.52432  -0.56
N 4.93771 1.67535 9.18180  -0.32
C 4.83199 1.79314 10.63781  -0.72
C 5.84058 0.77416 11.23048  -0.63
O 7.26854 1.01207 11.00020  -0.36
C 7.77018 2.35766 11.39448  -0.63
H 3.63571 2.73220 4.62615  0.29
H 4.79626 4.07370 4.70419  0.30
H 3.19002 4.47546 4.51167  0.27
H 5.44915 3.05156 6.87809  0.28
H 4.20857 1.79223 6.54489  0.35
H 3.06421 2.46526 8.73712  0.30
H 4.40867 3.57466 8.98737  0.35
H 5.90467 1.91894 9.02129  0.27
H 3.77931 1.65088 10.88222  0.48
H 5.10201 2.82063 10.88166  0.39
H 5.59318 -0.23313 10.89544  0.31
H 5.74951 0.78184 12.31664  0.39
H 7.29644 3.18955 10.87330  0.24
H 8.81941 2.45966 11.11735  0.25
H 7.58994 2.39610 12.46879  0.29
C -3.53818 0.84087 -9.45445  -0.82
O -4.19959 0.50080 -8.22625  -0.30
C -3.75332 -0.60599 -7.46478  -0.65
C -4.21971 -0.42782 -5.98175  -0.54
N -5.65767 -0.28647 -5.90266  -0.34
C -5.99312 0.00044 -4.46373  -0.66
C -7.49645 0.28445 -4.37915  -0.73
O -7.92218 1.38607 -5.17904  -0.27
C -9.33692 1.49470 -5.39483  -0.74
H -3.93962 1.72675 -9.94656  0.27
H -3.30697 0.00522 -10.11499  0.32
H -2.54881 1.17068 -9.13747  0.31
H -2.67148 -0.68643 -7.57084  0.44
H -4.19942 -1.45665 -7.98001  0.33
H -3.59682 0.42873 -5.72402  0.26
H -3.97528 -1.27190 -5.33686  0.38
H -5.88657 0.40473 -6.60262  0.31
H -5.45665 0.72983 -3.85686  0.38
H -5.78414 -0.86461 -3.83435  0.35
H -7.74788 0.50517 -3.34177  0.45
H -8.13907 -0.59429 -4.43350  0.41
H -9.82546 1.42059 -4.42327  0.31
H -9.70670 0.67985 -6.01723  0.32
H -9.58710 2.45712 -5.84121  0.22
C -7.03941 12.93856 6.51268  -0.76
O -6.40421 11.78347 6.11181  -0.27
C -5.01254 11.85190 6.24632  -0.65
C -4.39740 10.45391 5.95209  -0.66
N -4.82936 9.91985 4.66237  -0.39
C -4.11555 8.68831 4.38339  -0.67
C -4.68702 7.97845 3.21078  -0.61
O -6.04059 7.72138 3.46079  -0.31
C -6.72063 7.11931 2.33918  -0.75
H -6.99780 13.03831 7.59731  0.29
H -8.06962 12.91936 6.15714  0.23
H -6.50901 13.80234 6.11185  0.31
H -4.71929 12.20788 7.23393  0.43
H -4.59035 12.62423 5.60339  0.38
H -4.74868 9.78668 6.73918  0.35
H -3.31833 10.58601 6.03132  0.38
H -5.78722 9.62729 4.79282  0.27
H -4.26863 7.98547 5.20235  0.34
H -3.04101 8.85159 4.30092  0.41
H -4.15497 7.04564 3.02398  0.44
H -4.45032 8.58337 2.33548  0.37
H -6.26989 6.16252 2.07556  0.28
H -6.72443 7.79891 1.48699  0.32
H -7.77441 6.98704 2.58442  0.25
C 8.04919 11.71806 -2.17169  -0.78
O 7.27066 10.56023 -1.97251  -0.27
C 6.07799 10.55408 -2.70909  -0.62
C 5.33574 9.17456 -2.43675  -0.85
N 5.94781 7.99683 -3.03405  -0.41
C 7.12845 7.56494 -2.25907  -0.39
C 7.59857 6.21514 -2.77534  -0.62
O 6.61633 5.22320 -2.45518  -0.30
C 7.04938 3.92483 -2.88936  -0.72
H 7.47584 12.61155 -1.92461  0.30
H 8.33204 11.77043 -3.22305  0.32
H 8.86467 11.78131 -1.45119  0.25
H 6.35582 10.59397 -3.76232  0.35
H 5.48651 11.44220 -2.48660  0.48
H 4.38602 9.18701 -2.97152  0.45
H 5.01193 9.09350 -1.39913  0.37
H 5.17088 7.35148 -3.03931  0.26
H 6.99863 7.66599 -1.18155  0.38
H 7.92067 8.27647 -2.49189  0.22
H 8.57616 5.95874 -2.36710  0.40
H 7.70010 6.23162 -3.86048  0.34
H 7.93220 3.63234 -2.32087  0.29
H 7.32755 4.00415 -3.94029  0.30
H 6.29990 3.14482 -2.75528  0.24

The calculation puts the largest force on an atom at 4.78 eV/A. Its LUMO energy is -6.254 eV. As for the net charge: +1. Its relative energy (zero: lowest compared OMol25 entry of this formula, charge and spin) is 10.846 eV.